## w
C4H9F2N | ωB97M-V with the def2-TZVPD basis set

Each line ends with the Löwdin charge.
Element x y z (Å)
N  0.6299  1.4942  -0.7184  0.039
C  0.6824  0.5670  0.3981  -0.347
C  1.6635  -0.4746  -0.0989  -0.252
F  1.1859  -0.9187  -1.2649  -0.016
C  -0.7195  -0.1679  0.8334  -0.127
C  -1.6461  -0.6961  -0.1947  -0.250
F  -2.2174  0.2858  -0.9976  -0.064
H  0.0714  0.9843  -1.4520  0.095
H  0.0939  2.3070  -0.4785  0.068
H  1.0795  1.0414  1.2759  0.126
H  1.8997  -1.2389  0.6650  0.123
H  2.6331  0.0495  -0.3116  0.129
H  -1.2191  0.5421  1.4902  0.105
H  -0.5541  -1.1426  1.3580  0.124
H  -1.0981  -1.4211  -0.8417  0.122
H  -2.4850  -1.2115  0.3378  0.126

Output
**SMILES string**: N[C@H](CF)CCF
**HOMO level**: -9.45 eV
**M**: 109.12 g/mol
**Multiplicity**: 1

---

## x
C4H9F2N | ωB97M-V with the def2-TZVPD basis set

Each line ends with the Löwdin charge.
Element x y z (Å)
C  0.6122  -0.9906  -1.6410  -0.089
C  0.7033  0.3863  2.0030  -0.088
C  0.2904  -0.7555  -0.1820  -0.168
C  -1.7819  0.7965  -0.6463  -0.241
N  1.0348  -0.0817  0.6893  -0.078
F  -2.8577  0.3867  0.0775  -0.055
F  -1.4674  2.0168  -0.0234  -0.100
H  1.3115  -0.2865  -2.1297  0.079
H  -0.3375  -0.9802  -2.2904  0.103
H  1.1650  -1.9062  -1.6928  0.058
H  1.6193  0.8185  2.4428  0.084
H  -0.0888  1.1455  2.0130  0.076
H  0.3891  -0.5316  2.6892  0.128
H  -0.3748  -1.4668  0.1103  0.079
H  -2.0331  1.0303  -1.6620  0.061
H  1.8157  0.4186  0.2424  0.152

Output
**HOMO level (alpha / beta)**: -6.89 / -6.63 eV
**M**: 109.12 g/mol
**Multiplicity**: 1

---

What should be chosen as the most stable of them? Choose w.